No. 1
The following is a quantum chemistry calculation of a structure of composition C19H14ClN3O6PdS, from the Open Molecules 2025 dataset.

Element x y z (Å)
N -0.3810 -1.5809 0.5494
H 0.3869 2.3296 0.7641
C -0.5904 -1.4057 -3.0976
C -0.1853 -1.2250 -1.7925
C -3.2965 0.6639 -1.4605
H 0.0613 -0.8995 6.2531
C 1.4074 0.0285 4.8022
C 1.1224 0.1332 -3.7562
C 0.0765 -0.7081 -4.0953
C -1.3217 1.5901 -0.3654
O 2.7576 0.9751 0.5162
C -1.8999 2.2324 -2.6472
H -0.7804 1.2514 1.6972
C -2.4640 0.7581 -0.3610
H -0.2191 -0.8250 -5.1317
C 1.6738 0.1431 3.4562
H -1.4185 -2.0755 -3.2827
H -1.6816 2.7899 -3.5494
O -1.8926 -2.6141 2.0302
H 2.3001 0.8736 -2.0756
O 3.5716 -1.1747 1.2201
N 0.9315 -0.4524 2.5269
O 3.8721 -0.4813 -1.0995
Pd 1.1388 -0.3095 0.5314
H -2.6636 0.1443 0.5104
C 1.4769 0.2655 -2.4237
H 1.6708 0.6858 -4.5076
C -0.4244 1.6134 0.7429
C -1.0700 2.3207 -1.5446
H 2.5078 0.7182 3.0718
N 0.8164 -0.3998 -1.4806
C -0.1436 -1.2638 2.8816
C -0.4509 -1.4155 4.2591
O -1.8354 -2.6859 -0.9132
C -0.8981 -1.9006 1.8490
C -3.0112 1.4048 -2.5984
C -0.9050 -1.9390 -0.6339
H -4.1449 -0.0080 -1.4481
H 2.0411 0.5297 5.5206
S 3.9243 -0.0734 0.3156
Cl -4.0582 1.2806 -4.0076
H -1.2938 -2.0461 4.5109
O 5.1780 0.5887 0.6543
C 0.2997 -0.7815 5.2011
H -0.1846 2.9448 -1.5919

Results
total charge: -2
multiplicity: 3
⟨S²⟩: 2.0405
total energy: -63524.77890 eV
HOMO-LUMO gap (alpha / beta): 4.0 / 6.5 eV
LUMO level (alpha / beta): 4.2 / 4.2 eV

***

No. 2
The following is a quantum chemistry calculation of a structure of composition C28H69BClIO19S6, from the Open Molecules 2025 dataset.

Element x y z (Å)
H -4.4960 -2.9673 6.0042
H 1.7928 0.6577 3.8237
H -0.1163 -8.4928 -2.2082
H -1.8831 0.5631 -5.6896
H -3.7144 -1.6427 5.1427
H -2.8779 0.5375 2.9155
S -5.5030 -1.7077 2.8075
O 1.7709 2.9803 -0.5905
H -0.0891 -1.3186 3.2616
H 1.6596 1.6972 -3.8103
H 4.4895 2.1982 -2.7210
O 1.1652 -4.5309 2.9567
C -1.0301 1.2541 4.9927
O -1.3811 4.1629 -7.7344
H 6.2265 -0.3548 5.7425
H -4.8632 -7.9294 -0.1590
O 3.4436 5.4390 -5.5470
H 3.1198 8.9491 -5.8233
H 1.7544 0.4775 0.6401
H 3.2204 9.0706 -7.5853
H -2.7483 -3.0234 5.6794
C 3.5989 2.5060 -3.2686
H 4.9557 0.8357 5.9848
O -2.4224 -9.8832 -1.7527
H 0.3884 -0.2334 -0.2904
O -0.8710 -3.9695 4.2057
C -6.9797 -2.0622 1.9214
H -1.0007 -6.7611 -0.6192
H -1.4435 3.5598 -5.1699
C -3.9443 -3.4246 3.9668
H -4.9917 -8.6930 -1.7809
H 1.9338 4.7820 5.4270
H -0.7219 -6.3009 1.8739
O -2.6510 -7.4192 -1.6820
O -5.7939 -0.7586 3.8411
O -2.2198 -8.6731 0.3820
C 0.3100 -6.6302 1.9837
C -3.1296 1.3494 3.6031
O -4.4381 -1.4061 1.8955
H -2.8229 0.0904 5.3200
C 3.1668 3.5020 4.2338
H -3.2105 -3.1416 3.2151
H -1.2069 3.1920 -10.3843
S 1.1396 1.8278 -1.1547
C 3.1512 2.2775 3.3190
H 4.5579 -0.8854 5.9946
O 1.9648 7.1465 -4.5651
C 4.9686 -0.1209 4.0157
C 2.8209 0.9621 4.0389
H -2.7530 2.2834 3.1727
C -1.9089 2.5974 -4.9640
H -7.7206 -2.4386 2.6215
H 2.0043 -6.3187 3.2982
H -1.5412 -5.7768 -1.9831
H 0.3064 -7.7099 2.1364
H 1.3856 -1.9286 2.4435
C 1.9140 3.7438 5.0938
I -0.0794 -0.0318 6.4342
H 0.5774 -6.9043 -2.5737
C 0.6890 -2.0805 3.2648
C 0.8136 0.6741 0.1296
H 4.0157 3.4118 4.9205
C 0.5565 3.4556 4.3937
O -1.8327 1.7768 -7.2904
O -5.2756 -3.1436 3.4221
C 0.9863 -5.9635 3.1561
H -7.3085 -1.1205 1.4871
H 2.4320 2.4233 2.5087
C 4.9082 8.0651 -6.6812
H -4.8547 -9.7137 -0.3204
H 3.8769 2.7198 -4.3020
C 5.1823 -0.1250 5.5211
H 3.2191 3.4251 -2.8267
H 2.9582 0.5024 -3.7509
H 0.7217 2.9329 3.4490
H -2.7335 2.6075 -9.6610
H 1.2131 4.9716 -7.2325
H -3.9310 -4.5068 4.0665
H -2.9879 1.7822 5.7229
S -0.9985 2.8353 -8.1109
S -2.8195 -8.7940 -0.9145
H 0.7142 4.7139 -5.5388
O 2.5779 7.2887 -6.9344
H -4.2175 1.4170 3.6323
H 1.2076 -2.0898 4.2192
H -0.7301 -7.5561 -3.5755
H 0.1168 6.1462 -6.4297
H 0.0704 4.4043 4.1373
C -0.3446 -7.4877 -2.5586
C 0.9460 5.4577 -6.2984
H 3.3653 4.3846 3.6190
H -1.6571 2.3052 -3.9454
S -0.1220 -3.6164 3.0326
H 1.9865 3.1515 6.0110
H 2.8790 1.0904 5.1266
H 5.1928 7.5060 -7.5723
H 0.4346 -6.1092 4.0849
H 0.8445 -6.4112 1.0585
H -1.3863 1.4590 -9.9711
C -3.7174 -2.7218 5.2822
B -0.4443 2.6807 5.3097
H -2.9893 2.7192 -5.0419
H -0.6274 0.9003 4.0405
O 3.5992 -0.1549 3.6303
H 5.4029 -1.0156 3.5682
S 2.3344 6.3368 -5.6896
H 5.4688 0.7421 3.5586
H 5.1396 7.4607 -5.8066
O 2.1915 0.9514 -1.9480
H -0.3432 1.4073 -5.8959
C -1.4271 1.5257 -5.9092
O 0.3928 2.4913 -8.0470
C -2.5552 1.0944 4.9922
H 5.4981 8.9822 -6.6408
H 0.1069 1.1546 0.8045
O -0.0184 2.0168 -1.9808
C -4.5714 -8.7701 -0.7819
C -1.6557 2.4756 -9.6994
Cl -0.9646 3.4809 6.7983
H 4.1211 2.2019 2.8249
C 3.4444 8.4374 -6.7295
C 2.5691 1.4046 -3.2836
C -1.3362 -6.7933 -1.6556
H -6.7568 -2.7899 1.1464
O -0.8043 -3.6118 1.7732

Results
total charge: 0
total energy: -155367.80232 eV
HOMO-LUMO gap: 9.5 eV
LUMO level: 0.1 eV

***

No. 3
The following is a quantum chemistry calculation of a structure of composition C16H12F6N4O5S6SbTc, from the Open Molecules 2025 dataset.

Element x y z (Å)
H -0.5709 -2.6998 5.2826
C -0.3563 -0.7172 -2.2458
O 0.0040 0.3896 -1.5798
H -0.6640 -4.5416 0.8934
C -0.8969 -1.6814 -5.8107
O -3.2729 -1.0081 1.2472
Tc -0.3841 0.4871 0.3004
C -0.5435 -1.9286 2.0044
C -5.0952 0.5177 -0.0068
C -0.1188 -0.7755 4.4416
C 0.0084 -0.0592 3.2703
C -0.3736 -0.5724 -6.4657
N -0.2247 -0.6151 2.0674
H -1.1046 -3.9896 -0.7390
C 0.1619 0.4860 -5.7435
F -5.1925 -0.3309 -1.0070
N -0.4891 -1.5095 -0.2301
C -1.2071 -3.7888 0.3212
H 0.2737 0.9822 3.2849
H 0.0555 -0.2784 5.3857
H 0.5802 1.3392 -6.2607
F -3.8666 4.4124 1.8229
C 0.1607 0.4446 -4.3602
S 1.9535 2.3996 -0.7871
C -0.7292 -2.4195 0.6422
Sb 4.0578 3.7969 1.5609
H -0.3726 -0.5372 -7.5475
C -0.3639 -0.6669 -3.7032
S -2.2691 2.4006 2.1817
S 3.8803 2.9329 -0.7793
S 1.8344 0.9468 0.5381
H -1.3080 -2.5023 -6.3828
O -2.4547 0.6608 -0.3611
C -0.8903 -1.7355 -4.4297
H 0.5816 1.2591 -3.7858
H -2.2649 -3.8523 0.5941
N -3.4209 1.4234 1.8511
F -2.7822 3.7691 0.0580
S -3.4116 0.3161 0.7331
O -2.0598 2.6201 3.5657
H -0.9171 -3.7485 3.0496
S 2.4258 2.5941 2.4265
H -1.2864 -2.5937 -3.9038
C -0.6664 -2.7007 3.1392
F -1.7519 4.8694 1.6176
F -5.9832 0.2658 0.9263
C -2.7132 3.9961 1.3640
O -0.9810 2.0639 1.4330
C -0.4646 -2.1154 4.3785
F -5.2073 1.7630 -0.4370
N -0.6223 -1.7879 -1.5775

Results
total charge: +2
total energy: -123021.30672 eV
ΔE to the lowest compared entry with this formula, charge and spin: 15.4 kcal per mole
HOMO-LUMO gap: 5.0 eV
LUMO level: -8.8 eV

***

No. 4
The following is a quantum chemistry calculation of a structure of composition C15H18IrN11O4S2, from the Open Molecules 2025 dataset.

Element x y z (Å)
N 0.3116 0.3084 0.6496
N -0.7058 4.1208 0.5037
C -1.6359 -2.0902 -0.5413
N -0.3202 -2.1410 -0.5718
C -1.0776 1.3996 3.6271
O 0.0794 3.2608 0.9057
N -2.8818 5.5555 -0.6229
H 1.3691 -3.3008 -0.5273
O -0.5296 5.3139 0.5445
H -3.9069 1.6551 -1.6954
C 1.1616 0.7950 4.0618
H 5.2266 -4.1879 -1.7132
Ir -1.3256 1.2961 0.0677
H 3.2584 -0.7883 0.8736
C 2.2653 -0.5648 -1.0241
O 0.4358 1.2614 -1.4961
H 2.7832 -2.4576 -3.7711
S -2.5420 -0.6265 -0.6613
H 1.4408 -0.5184 -3.0039
N 1.3524 0.4538 2.7848
C 3.7735 -2.7304 -1.8780
H 4.5102 -4.0650 -3.2635
N 4.5204 -3.7846 -2.3004
C -0.0539 1.2760 4.5397
H -4.6813 3.8837 -1.3339
H -2.0510 1.7824 3.9055
C 0.2828 -3.3220 -0.5035
H -2.4191 -5.3163 -0.3447
H -0.1918 1.5394 5.5778
C -0.4078 -4.5343 -0.4165
H -2.0991 6.1018 -0.2913
C 3.1481 -1.1769 -0.1340
H -3.3641 -3.1719 -0.4678
H -4.4211 1.7386 -0.1186
S 1.4209 0.8340 -0.4789
N -1.8267 3.5403 0.0107
N -3.8625 3.4773 -0.9098
H 4.5827 -2.7398 0.1205
H 0.1041 -5.4834 -0.3657
H 2.0167 0.6811 4.7174
C 2.8683 -2.1008 -2.7512
C 0.3161 0.6121 1.9981
C -1.7654 -4.4572 -0.4080
C 3.8849 -2.2598 -0.5552
C -2.8309 4.2455 -0.5004
C 2.1217 -1.0223 -2.3292
N -3.7488 2.0917 -0.7926
N -0.8928 1.0482 2.3514
N -2.3537 -3.2428 -0.4740
H -3.6725 6.0215 -1.0378
O 2.3335 1.7888 0.0439

Results
total charge: +2
total energy: -64918.19375 eV
ΔE to the lowest compared entry with this formula, charge and spin: 38.5 kcal per mole
HOMO-LUMO gap (alpha / beta): 5.8 / 5.8 eV
LUMO level (alpha / beta): -7.2 / -7.2 eV

***

No. 5
The following is a quantum chemistry calculation of a structure of composition C5H8O2, from the Open Molecules 2025 dataset.

Element x y z (Å)
C 1.7673 0.0601 -1.1150
O -1.8391 1.9082 0.5171
H -1.3293 -1.7421 1.5996
H -1.4119 1.4382 1.2449
H 1.0800 -0.2777 2.0551
C 0.6021 -0.1294 -0.2602
H -1.1012 2.1176 -0.0717
C 0.4646 -0.4841 1.1851
C -0.6706 -1.1595 0.9639
O 0.9206 1.1562 -0.7556
C -0.7336 -0.8517 -0.5229
H 2.7659 0.0830 -0.6787
H -1.5352 -0.1629 -0.8014
H -0.6995 -1.7114 -1.1997
H 1.7199 -0.2446 -2.1603

Results
total charge: 0
total energy: -9406.88077 eV
ΔE to the lowest compared entry with this formula, charge and spin: 68.1 kcal per mole
HOMO-LUMO gap: 10.8 eV
LUMO level: 0.9 eV

***

No. 6
The following is a quantum chemistry calculation of a structure of composition C32H28N5O3PS3Y, from the Open Molecules 2025 dataset.

Element x y z (Å)
H -15.3077 -14.3716 1.5192
H -11.5318 -12.1803 -8.7886
C -17.7529 -11.2895 -2.5237
C -17.7831 -16.2415 -5.3678
O -13.1327 -12.0879 -4.6257
C -10.3671 -13.1059 -7.4376
H -16.9185 -14.2658 -5.5421
N -11.3866 -8.0986 -6.2136
C -15.2454 -11.2339 -3.8026
C -15.3526 -6.3541 -0.1154
C -16.0378 -10.0107 -3.6860
H -15.8068 -4.6980 1.2246
C -14.3208 -5.8514 -2.2639
C -16.8099 -17.5902 -3.6304
C -9.1150 -12.3532 -5.6474
H -15.5984 -9.0858 -4.0334
C -13.2847 -13.7725 0.9529
H -15.2420 -8.3315 0.4552
C -8.5515 -13.5647 -5.9660
H -13.0288 -13.6189 1.9993
C -17.2578 -10.0566 -3.0111
N -9.6883 -10.2293 -4.6785
H -11.1675 -13.9260 -8.9565
C -16.1549 -16.5095 -3.1117
C -16.2153 -15.2466 -3.7388
H -15.0847 -4.3242 -0.9335
H -12.2887 -13.4767 -2.2494
O -13.5079 -9.8619 -4.5153
H -15.6455 -6.3172 1.9464
H -13.8551 -5.2114 -2.9696
C -9.3178 -9.3436 -3.7550
C -17.5807 -17.4813 -4.8031
H -16.9444 -18.4975 -3.0943
H -13.8847 -9.1909 -1.6028
C -14.6039 -14.1871 0.6983
C -14.8809 -7.6321 -0.2741
N -11.2303 -13.1083 -8.4653
C -12.9341 -13.7769 -1.4275
H -17.8077 -9.0490 -2.9499
H -13.4040 -7.4942 -3.3361
S -9.2830 -14.4843 -7.1721
H -11.3288 -13.5380 0.0851
H -9.1223 -7.4600 -3.2086
C -12.3949 -13.6040 -0.1677
S -11.4024 -8.3945 -7.7061
N -9.7179 -8.0686 -3.7143
H -15.6286 -16.6120 -2.1604
H -17.1327 -5.8530 1.2085
H -18.4462 -16.0695 -6.1970
H -7.7110 -14.1003 -5.5552
C -13.8645 -11.1124 -4.3041
N -10.2137 -12.1359 -6.5535
C -8.8416 -11.3438 -4.7316
H -18.7969 -11.1994 -2.0633
O -11.8779 -9.8589 -7.9410
P -14.9164 -13.9973 -3.4074
C -14.1754 -8.0760 -1.4198
C -16.0524 -5.7957 1.0948
H -7.2053 -12.0915 -3.3676
C -17.0461 -15.1656 -4.8986
H -10.1214 -7.8407 -4.6360
C -17.0442 -12.4656 -2.6391
H -16.1480 -14.7343 -0.7791
H -17.2697 -13.3995 -2.1023
C -15.8358 -12.4498 -3.3463
C -14.2142 -14.1905 -1.7188
S -8.0587 -9.8819 -2.6827
C -15.0468 -14.4602 -0.5898
C -14.0170 -7.1909 -2.4427
H -18.1108 -18.3525 -5.2471
Y -11.8594 -10.4601 -5.8457
C -7.9411 -11.3672 -3.6551
C -14.9287 -5.4314 -1.1158

Results
total charge: +1
total energy: -90065.42966 eV
ΔE to the lowest compared entry with this formula, charge and spin: 41.6 kcal per mole
HOMO-LUMO gap: 5.3 eV
LUMO level: -4.1 eV